Record 1
19
Properties=species:S:1:pos:R:3 method="wB97M-V/def2-TZVPD" gap_ev=9.391 total_energy_ev=-33490.642 total_charge=0 lumo_ev=0.666 e_homo_ev=-8.73
C 0.54038 -1.18884 0.44288
C -0.77465 1.94418 0.01709
C -1.19507 0.30931 -0.33222
N 1.49158 -0.71443 1.38254
N 0.35713 -2.60564 0.63170
N -0.87051 -0.76704 0.61945
O 0.93099 -1.03049 -0.97515
O 0.56917 1.11167 -2.11965
S -1.61770 3.06600 -1.15124
S -0.16811 -0.13199 -1.88678
H 0.28337 1.98581 -0.22929
H -0.96515 2.28513 1.05865
H -2.28776 0.30428 -0.66448
H 2.35497 -1.05525 1.13115
H 1.42954 0.30489 1.54452
H 1.04988 -2.85567 1.37487
H 0.82443 -2.98021 -0.21404
H -1.04637 -0.80751 1.62099
H -0.90612 2.82578 -2.25101

***

Record 2
64
Properties=species:S:1:pos:R:3 method="wB97M-V/def2-TZVPD" gap_ev=8.221 total_energy_ev=-56573.311 total_charge=0 lumo_ev=-0.712 e_homo_ev=-8.93
C -7.32829 -2.02758 0.03761
O -6.35316 -1.94038 1.04452
C -5.10909 -1.49377 0.56347
C -4.12820 -1.49194 1.74083
N -2.81875 -1.01209 1.38884
C -1.84681 -1.81697 0.90009
O -1.95021 -3.00215 0.67937
C -0.60081 -0.94736 0.71364
O 0.46759 -1.33281 0.29340
C -0.98423 0.38260 1.16962
C -0.17160 1.43606 1.40708
O -0.67935 2.53919 1.99386
C 1.27000 1.42211 1.10357
C 1.72404 1.09831 -0.17384
C 3.08075 1.07805 -0.43585
C 3.97269 1.37134 0.57825
S 5.72580 1.28703 0.21793
O 6.45949 1.47022 1.43932
O 6.01950 2.15160 -0.88567
N 5.82695 -0.29329 -0.33939
C 6.98786 -0.56384 -1.16765
C 6.82684 -1.96313 -1.76302
O 6.69474 -2.92932 -0.74668
C 5.58251 -2.65967 0.07253
C 5.68806 -1.27469 0.71712
C 3.54051 1.71246 1.84424
C 2.18202 1.75058 2.10601
C -2.46450 0.38969 1.45914
C -3.18559 1.20888 0.40732
C -3.95563 2.30474 0.75168
C -4.60292 3.02457 -0.24261
C -4.48739 2.65352 -1.56431
C -3.70808 1.54872 -1.92026
O -3.65657 1.25689 -3.24523
C -2.90193 0.14345 -3.66336
C -3.05351 0.83448 -0.92595
H -8.24105 -2.37163 0.51895
H -7.03339 -2.74165 -0.74099
H -7.50505 -1.05046 -0.42988
H -4.73450 -2.16471 -0.22457
H -5.20718 -0.48112 0.14105
H -4.53622 -0.87236 2.54248
H -4.02405 -2.52000 2.09796
H 0.00817 3.20953 2.10877
H 1.01247 0.87134 -0.95042
H 3.46476 0.83266 -1.41214
H 7.02394 0.20137 -1.94244
H 7.91028 -0.52173 -0.57080
H 7.71124 -2.24211 -2.33736
H 5.94040 -1.98090 -2.41388
H 5.56827 -3.43885 0.83563
H 4.65684 -2.70648 -0.51963
H 4.78047 -1.04658 1.27818
H 6.55151 -1.23578 1.39608
H 4.27426 1.93424 2.60296
H 1.83098 1.99398 3.09941
H -2.68640 0.79257 2.45489
H -4.04972 2.59679 1.78603
H -5.20683 3.87939 0.02116
H -4.98947 3.19865 -2.34737
H -3.27442 -0.78542 -3.22028
H -3.01950 0.09888 -4.74469
H -1.84133 0.26127 -3.41990
H -2.44727 -0.02645 -1.16479

***

Record 3
84
Properties=species:S:1:pos:R:3 method="wB97M-V/def2-TZVPD" gap_ev="5.650 / 5.296" total_energy_ev=-136214.047 total_charge=+1 lumo_ev="-4.833 / -5.357" e_homo_ev="-10.48 / -10.65"
C 1.91352 -0.99352 0.74786
C 2.24898 -0.14038 -0.33151
C 1.94178 1.18641 0.04596
H 2.66535 -0.44968 -1.27592
C 1.41555 1.15893 1.35914
C 1.39933 -0.18657 1.78914
H 1.05080 -0.53815 2.74574
H 2.03332 -2.06410 0.77336
H 2.08843 2.06946 -0.55075
H 1.06210 2.01410 1.90941
Ga 0.00000 0.00000 0.00000
Si -6.52157 6.13516 -2.53823
C -5.92326 6.30197 -4.30395
C -6.77783 6.74269 -5.31662
H -7.79959 7.01385 -5.07915
C -6.33793 6.84756 -6.62885
H -7.01461 7.19304 -7.39959
C -5.03021 6.51423 -6.95024
H -4.68430 6.59727 -7.97243
C -4.16476 6.07856 -5.95582
H -3.14260 5.82162 -6.20196
C -4.60822 5.97470 -4.64635
H -3.91806 5.64488 -3.87910
C -5.73331 7.43530 -1.44658
C -4.91392 8.42639 -1.99435
H -4.70975 8.42899 -3.05826
C -4.34315 9.40371 -1.19348
H -3.71036 10.16240 -1.63548
C -4.58087 9.40770 0.17444
H -4.13446 10.16924 0.80051
C -5.38822 8.42966 0.73678
H -5.57185 8.42518 1.80317
C -5.95718 7.45273 -0.06823
H -6.57914 6.69058 0.38614
H -6.18636 4.80164 -1.96844
Si -1.08825 1.99735 -0.99458
C -0.85584 3.56495 0.04237
C -0.22948 4.68881 -0.50237
H -0.01544 4.71991 -1.56375
C 0.10959 5.78054 0.28621
H 0.58916 6.64158 -0.16263
C -0.17970 5.77671 1.64279
H 0.08040 6.62794 2.25906
C -0.80731 4.67126 2.20373
H -1.04732 4.66405 3.25983
C -1.13386 3.58138 1.41190
H -1.62872 2.73173 1.86464
C -0.54172 2.51598 -2.73934
C 0.77877 2.31325 -3.14309
H 1.46661 1.81818 -2.46756
C 1.22597 2.71579 -4.39501
H 2.25619 2.54761 -4.68404
C 0.34892 3.33124 -5.27606
H 0.68959 3.64465 -6.25478
C -0.96996 3.54373 -4.89411
H -1.65921 4.02404 -5.57727
C -1.40550 3.14387 -3.63963
H -2.43589 3.31477 -3.35481
H -8.00527 6.25462 -2.55085
Cl -3.27049 1.91480 -1.22036
C -3.72235 0.10182 2.02611
P -2.18349 -0.30437 1.12042
C -1.54845 -1.30230 2.51018
C -3.13941 -1.03753 -0.29153
C -2.30717 -1.30177 -1.54470
P -0.90321 -2.29568 -0.94616
C -1.84580 -3.63008 -1.84298
C 0.42380 -3.34756 -0.28397
H -3.47578 0.59819 2.98725
H -4.32098 -0.81238 2.22592
H -4.33730 0.80652 1.42858
H -0.77239 -2.00670 2.17447
H -1.13718 -0.62156 3.28354
H -2.35730 -1.90272 2.97568
H -3.59930 -1.98137 0.07284
H -3.99714 -0.40677 -0.58062
H -3.01811 -1.68762 -2.31413
H -1.91947 -0.39849 -2.03661
H -1.37473 -4.62390 -1.75053
H -2.88236 -3.76771 -1.46018
H -1.83488 -3.44001 -2.94048
H 0.42794 -3.27477 0.82027
H 0.19873 -4.42421 -0.39512
H 1.37327 -3.19553 -0.83322

***

Record 4
12
Properties=species:S:1:pos:R:3 method="wB97M-V/def2-TZVPD" gap_ev=9.187 total_energy_ev=-21630.083 total_charge=0 lumo_ev=0.129 e_homo_ev=-9.06
C 0.66128 0.75724 0.16466
N 2.04330 0.46942 -0.30475
O -2.62266 -0.85258 -0.43942
O -0.16185 -0.47121 0.03928
O -1.97764 1.10570 0.84957
O -0.04340 1.66462 -0.41647
S -1.54537 0.38136 -0.45332
H 0.85389 1.05101 1.31503
H 2.21796 1.20111 -0.93931
H -2.26348 -1.58569 -1.08755
H 1.94247 -0.45856 -0.78506
H -2.65520 0.58704 1.26238

***

Record 5
107
Properties=species:S:1:pos:R:3 method="wB97M-V/def2-TZVPD" gap_ev="6.602 / 6.544" total_energy_ev=-117829.073 s2=0.756 spin_multiplicity=2 total_charge=0 lumo_ev="0.001 / -0.319" e_homo_ev="-6.60 / -6.86"
Cu -0.34128 -0.24699 -0.10937
C -4.84279 -2.18314 0.98951
C -3.40757 -2.28843 0.48373
C -2.81849 -3.66852 0.76705
C -3.37564 -2.06416 -1.03242
P -2.18057 -1.00147 1.14149
C -3.13754 0.60729 1.09579
N -2.16156 1.66374 1.11607
B -0.82117 1.56108 0.61531
N -0.10308 2.64225 1.19778
C 1.32683 2.83496 1.22041
P 2.15190 1.15198 0.96329
C 3.04764 1.36100 -0.71022
C 2.02322 1.97417 -1.66930
C 4.31994 2.20399 -0.72811
C 3.34791 -0.07108 -1.16739
C 3.42888 1.11490 2.38831
C 4.30964 -0.11286 2.15514
C 2.55835 0.85400 3.62379
C 4.28739 2.35484 2.62289
C -0.97667 3.39526 1.95844
C -0.77484 4.53616 2.71560
C -1.85029 5.06240 3.41412
C -3.10517 4.47900 3.34862
C -3.32612 3.34021 2.58828
C -2.25557 2.79288 1.90278
C -1.77389 -1.23909 2.97553
C -0.63209 -2.25759 3.00294
C -2.93862 -1.68422 3.85378
C -1.22850 0.08722 3.50986
H -5.44544 -2.95365 0.50780
H -5.27986 -1.21716 0.74693
H -4.90526 -2.33442 2.06236
H -3.31134 -4.42223 0.15462
H -2.94387 -3.95203 1.80906
H -1.75624 -3.67281 0.52427
H -4.00057 -2.80500 -1.52979
H -2.35902 -2.16532 -1.40929
H -3.74031 -1.07437 -1.30325
H -3.81020 0.68976 1.95747
H -3.73851 0.63293 0.17435
H 1.60560 3.22189 2.20526
H 1.64647 3.55750 0.46017
H 1.96845 3.05421 -1.56164
H 1.03108 1.55846 -1.48577
H 2.29823 1.75552 -2.70056
H 4.14722 3.19563 -0.31301
H 4.65795 2.32722 -1.75713
H 5.12209 1.71959 -0.17798
H 2.48233 -0.70551 -0.99288
H 4.18876 -0.50140 -0.62949
H 3.57712 -0.09656 -2.23206
H 3.69726 -0.96048 1.84883
H 4.83549 -0.38349 3.06988
H 5.05437 0.07341 1.38549
H 1.98288 -0.06006 3.48873
H 1.86411 1.67328 3.80249
H 3.18095 0.74101 4.51020
H 4.94340 2.55790 1.78340
H 4.91352 2.18892 3.50064
H 3.67921 3.23712 2.80980
H 0.19213 5.01358 2.76621
H -1.70880 5.94776 4.01574
H -3.92458 4.91411 3.89990
H -4.31344 2.90412 2.53090
H -0.98467 -3.26256 2.79150
H -0.15678 -2.26555 3.98242
H 0.11558 -1.99404 2.25373
H -3.26783 -2.69007 3.60802
H -3.78282 -1.00218 3.76788
H -2.61687 -1.68615 4.89485
H -0.44641 0.46928 2.85599
H -0.79746 -0.07514 4.49716
H -2.00389 0.84307 3.61029
C -5.69843 -2.41683 -4.55473
O -5.05115 -2.24178 -5.78903
C -3.73462 -2.59532 -5.86867
C -3.04101 -3.26593 -4.86684
C -1.69452 -3.53023 -5.00700
C -1.00535 -3.14544 -6.16065
C -1.72465 -2.52304 -7.18796
C -3.06208 -2.24052 -7.03956
N 0.32240 -3.47940 -6.38957
N 1.21218 -3.49735 -5.52644
C 1.08801 -2.99084 -4.25231
C 1.64477 -3.74953 -3.22225
C 1.44817 -3.43527 -1.89221
C 0.71815 -2.30271 -1.50333
O 0.52554 -1.98637 -0.27142
C 0.20140 -1.46263 -2.55770
N -0.49957 -0.37731 -2.18064
C -0.97205 0.44581 -3.08939
C -0.70925 0.28353 -4.45093
C 0.01079 -0.81214 -4.86356
C 0.42250 -1.77439 -3.92352
H -6.68348 -1.96821 -4.67115
H -5.15174 -1.91097 -3.75184
H -5.81364 -3.47780 -4.30486
H -3.53512 -3.58552 -3.96490
H -1.17445 -4.04454 -4.21191
H -1.19985 -2.21586 -8.08202
H -3.61657 -1.73170 -7.81555
H 2.16356 -4.65716 -3.49797
H 1.84624 -4.07599 -1.11575
H -1.56094 1.27843 -2.72922
H -1.06575 1.01041 -5.16176
H 0.27222 -0.92736 -5.90546

***

Record 6
16
Properties=species:S:1:pos:R:3 method="wB97M-V/def2-TZVPD" gap_ev=9.983 total_energy_ev=-8300.785 total_charge=0 lumo_ev=1.085 e_homo_ev=-8.90
H 2.42702 -0.46573 -1.78922
N 1.96981 -0.44922 -0.87941
C 0.70321 -0.51071 -1.09431
N -0.16752 -0.64820 -0.07940
C -1.53395 -0.11199 -0.21214
C -1.58342 1.39374 0.02723
H 0.36541 -0.47660 -2.12363
H 0.09077 -0.85581 0.86984
H -1.87841 -0.40645 -1.20140
H -2.17048 -0.62483 0.50850
H -0.70773 1.90767 -0.35461
H -2.49891 1.78939 -0.41463
H -1.65835 1.63011 1.08860
O 1.85348 -0.79054 2.00938
H 2.63049 -0.69430 2.54708
H 2.15858 -0.68652 1.09812

***

Energy above the lowest of the compared OMol25 structures with the same formula, charge and spin, record by record: 91.9 0.0 441.9 312.1 77.4 69.4 kJ/mol